(1)
A 4-piece molecular cluster, C4H14O4 overall in a non-equilibrium geometry, computed with the ωB97M-V functional and the def2-TZVPD basis.

Values from the calculation:
- strongest force on any atom (hartree/bohr) = 0.053
- gap between HOMO and LUMO (eV) = 8.8
- relative energy (zero: lowest compared OMol25 entry of this formula, charge and spin) (kcal per mole) = 36.6
- SMILES string = C/C=C(/C)O.O.O.O
- lowest unoccupied orbital energy (eV) = 0.25
- HOMO (eV) = -8.6
- DFT total energy (Eh) = -461.69789

```
! wB97M-V def2-TZVPD RIJCOSX def2/J DEFGRID3
* xyz 0 1
C -2.74 0.95 -2.27
C -1.37 0.38 -2.34
C -0.28 0.90 -1.77
C 1.11 0.74 -2.23
O -0.22 1.44 -0.49
H -3.00 1.67 -3.05
H -3.05 1.47 -1.36
H -3.45 0.15 -2.47
H -1.38 -0.58 -2.85
H 1.26 0.15 -3.13
H 1.86 0.28 -1.55
H 1.60 1.71 -2.42
H -1.16 1.57 -0.30
O -0.60 -3.64 1.95
H -1.36 -3.72 2.55
H -0.31 -2.73 2.07
O 0.24 -0.69 1.82
H 1.11 -0.30 1.72
H -0.27 -0.01 1.35
O 4.17 0.22 5.25
H 3.72 0.73 4.56
H 4.10 -0.69 4.96
*
```

Here are the natural (NBO) charges for atoms 1 to 8, given in e: C -0.649; C -0.332; C 0.331; C -0.672; O -0.694; H 0.222; H 0.193; H 0.220

(2)
An isolated ion of composition C6H11N2OS and charge +1 in a non-equilibrium geometry, computed with the ωB97M-V functional and the def2-TZVPD basis.

Values from the calculation:
- strongest force on any atom (hartree/bohr) = 0.072
- gap between HOMO and LUMO (alpha / beta) (eV) = 8.0 / 7.8
- relative energy (zero: lowest compared OMol25 entry of this formula, charge and spin) (kcal per mole) = 77.9
- lowest unoccupied orbital energy (alpha / beta) (eV) = -4.08 / -4.11
- HOMO (alpha / beta) (eV) = -12.0 / -11.9
- DFT total energy (Eh) = -817.79072

```
! wB97M-V def2-TZVPD RIJCOSX def2/J DEFGRID3
* xyz 1 1
C -1.87 -0.86 -0.12
C 1.88 0.44 -0.10
C 0.67 1.29 0.34
C 1.58 -0.84 -0.91
C -0.34 0.56 1.11
C 0.01 -1.89 0.88
N -1.56 0.30 0.48
N -3.05 -1.08 -0.70
O -1.11 -1.90 0.10
S 1.56 -2.31 0.21
H 2.28 1.22 -0.68
H 2.48 0.44 0.77
H 0.92 2.04 1.18
H 0.12 1.74 -0.53
H 0.64 -0.85 -1.62
H 2.41 -1.01 -1.62
H -0.33 0.79 2.12
H -0.23 -2.35 1.82
H -2.37 1.04 0.49
H -3.78 -0.39 -0.87
H -3.00 -1.79 -1.36
*
```

Here are the natural (NBO) charges for atoms 1 to 8, given in e: C 0.825; C -0.430; C -0.455; C -0.545; C 0.027; C -0.085; N -0.609; N -0.750

(3)
C42H45IN3OP2SSiTl as an isolated structure, computed with the ωB97M-V functional and the def2-TZVPD basis.

Values from the calculation:
- strongest force on any atom (hartree/bohr) = 0.013
- gap between HOMO and LUMO (eV) = 7.1
- relative energy (zero: lowest compared OMol25 entry of this formula, charge and spin) (kcal per mole) = 6.8
- lowest unoccupied orbital energy (eV) = -5.88
- HOMO (eV) = -12.9
- DFT total energy (Eh) = -3707.12889

```
! wB97M-V def2-TZVPD RIJCOSX def2/J DEFGRID3
* xyz 2 1
Tl 0.62 0.40 -0.77
C -3.08 -0.89 -0.81
N -3.41 0.43 -0.35
C -2.86 1.54 -1.03
P -1.18 2.18 -0.50
C -1.29 2.49 1.27
C -0.86 1.54 2.19
C -1.06 1.73 3.54
C -1.68 2.89 3.99
C -2.10 3.85 3.09
C -1.92 3.65 1.73
C -0.94 3.73 -1.38
C -0.25 4.78 -0.79
C -0.04 5.95 -1.50
C -0.50 6.07 -2.80
C -1.17 5.01 -3.40
C -1.39 3.84 -2.69
C -4.61 0.59 0.42
C -5.79 -0.04 0.01
C -6.95 0.09 0.75
C -6.96 0.88 1.90
C -5.79 1.52 2.30
C -4.62 1.37 1.57
P -1.40 -1.48 -0.31
C -1.11 -2.92 -1.35
C -0.86 -2.69 -2.70
C -0.64 -3.76 -3.56
C -0.67 -5.06 -3.06
C -0.92 -5.29 -1.72
C -1.15 -4.23 -0.86
C -1.47 -1.98 1.42
C -0.31 -2.55 1.97
C -0.27 -2.86 3.32
C -1.37 -2.59 4.13
C -2.51 -2.02 3.58
C -2.56 -1.71 2.23
H -3.11 -1.00 -1.91
H -3.81 -1.60 -0.41
H -3.49 2.42 -0.85
H -2.82 1.39 -2.11
H -0.39 0.61 1.87
H -0.74 0.97 4.25
H -1.83 3.04 5.05
H -2.59 4.75 3.44
H -2.27 4.40 1.03
H 0.12 4.70 0.23
H 0.48 6.78 -1.03
H -0.34 6.98 -3.35
H -1.53 5.10 -4.42
H -1.91 3.02 -3.18
H -5.80 -0.62 -0.91
H -7.85 -0.40 0.43
H -7.86 0.99 2.48
H -5.79 2.13 3.19
H -3.71 1.83 1.92
H -0.83 -1.68 -3.09
H -0.44 -3.58 -4.61
H -0.49 -5.89 -3.73
H -0.96 -6.30 -1.34
H -1.36 -4.41 0.19
H 0.55 -2.76 1.34
H 0.61 -3.31 3.74
H -1.34 -2.84 5.18
H -3.37 -1.81 4.21
H -3.46 -1.26 1.83
C 3.65 -4.32 -0.93
Si 5.00 -3.10 -0.52
C 6.10 -3.83 0.81
C 5.99 -2.62 -2.03
C 4.26 -1.50 0.23
C 4.91 -0.87 1.30
C 4.41 0.27 1.91
C 3.21 0.77 1.47
N 2.56 0.20 0.45
C 3.08 -0.88 -0.18
S 2.10 -1.43 -1.57
H 4.10 -5.31 -1.02
H 3.15 -4.10 -1.87
H 2.89 -4.37 -0.15
H 6.43 -4.82 0.49
H 5.58 -3.95 1.76
H 7.00 -3.24 0.99
H 6.52 -3.49 -2.43
H 6.73 -1.86 -1.79
H 5.34 -2.23 -2.82
H 5.84 -1.29 1.67
H 4.93 0.74 2.73
H 2.73 1.63 1.92
N 3.72 3.77 -1.50
C 3.04 2.70 -1.90
O 1.87 2.51 -1.54
C 3.71 1.76 -2.87
I 5.74 1.33 -2.41
H 3.26 4.45 -0.91
H 4.68 3.91 -1.77
H 3.70 2.21 -3.87
H 3.17 0.82 -2.89
*
```

Here are the Mulliken charges for atoms 1 to 8, given in e: Tl 1.608; C -1.855; N 1.128; C -1.511; P 1.424; C 0.531; C -0.128; C -1.021

(4)
One molecule with the formula C2H2BrF3O in a non-equilibrium geometry, computed with the ωB97M-V functional and the def2-TZVPD basis.

Values from the calculation:
- strongest force on any atom (hartree/bohr) = 0.104
- gap between HOMO and LUMO (eV) = 11.1
- relative energy (zero: lowest compared OMol25 entry of this formula, charge and spin) (kcal per mole) = 13.1
- SMILES string = O[C@@H](Br)C(F)(F)F
- lowest unoccupied orbital energy (eV) = 0.40
- HOMO (eV) = -10.7
- DFT total energy (Eh) = -3026.24095

```
! wB97M-V def2-TZVPD RIJCOSX def2/J DEFGRID3
* xyz 0 1
O -1.24 0.79 0.79
C -0.33 0.59 -0.18
Br 0.93 2.07 -0.20
C 0.41 -0.76 -0.15
F 1.47 -0.67 -1.09
F 1.08 -1.08 0.93
F -0.25 -1.77 -0.56
H -1.18 0.20 1.67
H -0.89 0.61 -1.22
*
```

Here are the natural (NBO) charges for atoms 1 to 8, given in e: O -0.698; C -0.024; Br 0.021; C 0.927; F -0.370; F -0.307; F -0.284; H 0.506

(5)
C4H34HgO14 as an isolated structure in a non-equilibrium geometry, computed with the ωB97M-V functional and the def2-TZVPD basis.

Values from the calculation:
- strongest force on any atom (hartree/bohr) = 0.064
- gap between HOMO and LUMO (eV) = 6.1
- relative energy (zero: lowest compared OMol25 entry of this formula, charge and spin) (kcal per mole) = 18.9
- lowest unoccupied orbital energy (eV) = -2.95
- HOMO (eV) = -9.0
- DFT total energy (Eh) = -1379.43655

```
! wB97M-V def2-TZVPD RIJCOSX def2/J DEFGRID3
* xyz 0 1
Hg 0.51 2.25 -2.85
C -3.96 0.74 -3.46
C -2.60 0.99 -2.83
O -1.52 1.46 -3.58
H -4.62 0.24 -2.76
H -3.75 0.10 -4.32
H -4.43 1.67 -3.77
H -2.34 0.11 -2.22
H -2.84 1.75 -2.07
C -0.16 -0.06 0.75
C 0.87 0.83 0.07
O 0.99 0.58 -1.29
H 0.10 -1.12 0.83
H -1.08 0.01 0.17
H -0.43 0.22 1.77
H 1.85 0.74 0.57
H 0.54 1.86 0.19
O 3.71 2.13 2.18
H 2.86 1.93 2.59
H 4.30 1.44 2.52
O -1.41 -0.54 4.18
H -0.45 -0.46 4.26
H -1.57 -1.49 4.23
O 0.57 -3.11 3.13
H 0.43 -3.31 2.19
H 0.82 -2.18 3.14
O 3.19 -1.70 0.28
H 3.24 -2.45 -0.33
H 3.21 -0.92 -0.28
O 1.84 4.09 0.36
H 2.42 3.62 0.97
H 2.22 4.98 0.30
O 2.79 -0.94 3.00
H 3.74 -0.79 3.05
H 2.61 -1.09 2.06
O -0.34 3.86 -1.31
H 0.13 3.89 -0.46
H -1.23 4.19 -1.12
O 0.81 -3.96 0.06
H 0.09 -4.46 -0.34
H 0.72 -3.08 -0.31
O -3.40 -2.05 -0.83
H -3.96 -1.27 -0.82
H -2.50 -1.71 -0.84
O -0.37 -1.93 -1.90
H 0.00 -1.16 -1.44
H -0.76 -1.57 -2.70
O -3.48 0.12 2.17
H -2.74 -0.48 2.08
H -4.25 -0.45 2.23
O 3.12 -0.87 -2.65
H 2.56 -0.30 -2.10
H 3.94 -0.38 -2.75
*
```

Here are the natural (NBO) charges for atoms 1 to 8, given in e: Hg 1.452; C -0.617; C -0.049; O -0.892; H 0.211; H 0.208; H 0.203; H 0.121

(6)
C6H34NaO20 as an isolated structure in a non-equilibrium geometry, computed with the ωB97M-V functional and the def2-TZVPD basis.

Values from the calculation:
- strongest force on any atom (hartree/bohr) = 0.034
- gap between HOMO and LUMO (eV) = 6.0
- lowest unoccupied orbital energy (eV) = 0.33
- HOMO (eV) = -5.7
- DFT total energy (Eh) = -1916.29683

```
! wB97M-V def2-TZVPD RIJCOSX def2/J DEFGRID3
* xyz -1 1
Na 3.72 27.61 -12.95
C 4.45 30.96 -12.81
C 5.43 31.93 -12.55
C 5.52 32.52 -11.15
O 6.45 33.32 -10.88
C 4.55 32.15 -10.19
C 3.61 31.14 -10.46
C 3.47 30.58 -11.88
O 2.52 29.81 -12.15
O 2.97 30.58 -9.55
O 6.18 32.33 -13.44
H 4.34 30.56 -13.81
H 4.42 32.65 -9.25
O 2.20 28.43 -14.65
H 1.64 27.74 -15.03
H 1.59 29.12 -14.33
O 5.21 29.62 -7.76
H 6.06 30.06 -7.59
H 4.96 29.91 -8.65
O 2.93 27.88 -8.72
H 3.87 27.94 -8.51
H 2.66 28.80 -8.86
O 4.40 35.39 -12.63
H 5.36 35.40 -12.81
H 4.23 34.51 -12.27
O 0.06 30.97 -11.52
H 0.20 31.73 -12.10
H 0.90 30.46 -11.58
O 7.71 29.89 -14.82
H 7.23 30.42 -14.16
H 7.04 29.65 -15.48
O 0.92 32.20 -8.14
H 1.50 31.70 -8.76
H 1.24 33.10 -8.20
O 9.48 32.91 -9.55
H 9.77 32.08 -9.93
H 8.51 32.89 -9.64
O 8.74 33.38 -13.72
H 7.89 32.89 -13.61
H 9.13 33.02 -14.52
O 6.79 32.06 -7.53
H 6.05 32.23 -8.13
H 6.49 32.39 -6.67
O 5.68 35.83 -9.22
H 5.61 35.13 -9.89
H 4.85 35.80 -8.75
O 7.35 35.66 -12.51
H 8.01 35.08 -12.94
H 7.07 35.14 -11.74
O 5.42 32.12 -16.26
H 4.72 31.47 -16.38
H 5.70 32.02 -15.32
O 0.04 27.98 -10.35
H -0.36 28.25 -9.52
H 0.63 28.72 -10.58
O 5.79 28.23 -11.88
H 6.51 27.62 -12.08
H 6.18 29.11 -12.00
O 4.94 28.36 -15.35
H 5.04 27.47 -15.73
H 3.99 28.56 -15.42
*
```

Here are the natural (NBO) charges for atoms 1 to 8, given in e: Na 0.967; C -0.577; C 0.516; C 0.390; O -0.693; C -0.562; C 0.422; C 0.438